49
Properties=species:S:1:pos:R:3:mulliken_charge:R:1 method="wB97M-V/def2-TZVPD" e_above_lowest_kcal_mol=59.2 fmax_ha_per_bohr=0.0103 gap_ev=8.67 total_energy_ev=-26755.6730 charge=0 multiplicity=1
O 0.27 0.73 3.46 -0.659
N 2.56 0.13 -2.31 0.252
C 3.13 1.06 -1.38 -0.994
C 1.95 -1.09 -1.84 -1.324
C -1.32 -3.16 1.62 -0.859
C -0.09 -3.79 1.47 -0.528
C -2.32 1.45 3.17 -0.503
C -1.38 -1.79 1.83 -0.258
C -0.23 0.47 2.15 2.133
C 1.01 -1.68 1.75 -0.198
C 2.23 2.12 -0.70 -0.593
C -4.19 2.10 1.81 -0.447
C 1.36 1.57 0.31 0.209
C 1.93 0.65 -3.50 -1.051
C 0.42 -1.03 -1.71 1.221
C -2.22 1.19 0.79 0.350
C 1.07 -3.04 1.54 -0.589
C -0.22 -1.04 1.89 0.256
C 0.40 0.78 -3.41 -0.310
C -0.20 -0.56 -3.02 -1.203
C -3.60 1.97 3.06 -0.705
C -1.63 1.06 2.04 -0.808
C 0.63 1.09 1.13 -1.043
C -3.50 1.71 0.68 -0.867
H 0.02 -1.30 -3.80 0.438
H 2.20 -1.88 -2.57 0.346
H -5.18 2.51 1.73 0.389
H 2.03 -3.53 1.42 0.401
H 0.16 -0.33 -0.91 -0.975
H 2.39 -1.36 -0.88 0.451
H 1.92 -1.10 1.79 0.326
H 2.16 -0.04 -4.33 0.367
H -4.13 2.27 3.95 0.409
H 0.04 -2.01 -1.43 0.434
H -0.05 -4.85 1.29 0.397
H 0.13 1.52 -2.65 0.144
H -2.23 -3.74 1.57 0.418
H 0.01 1.12 -4.37 0.390
H 2.88 2.86 -0.22 0.403
H -3.95 1.81 -0.29 0.432
H 3.91 1.62 -1.93 0.390
H -1.28 -0.48 -2.92 0.405
H 3.63 0.48 -0.60 0.429
H 1.63 2.64 -1.45 0.318
H -1.68 0.89 -0.09 0.392
H 1.16 0.37 3.52 0.532
H 2.38 1.62 -3.74 0.425
H -1.86 1.34 4.14 0.472
H -2.34 -1.32 1.95 0.384